Record 1
DFT (ωB97M-V/def2-TZVPD) results for a gas-phase ion, C3H6NO (charge +1).

Atoms and positions in Å:
O  -1.484  -1.004  -1.582
N  -0.009  -0.087  -0.096
C  -1.230  -0.695  -0.452
C  0.289  0.231  1.261
C  0.916  0.320  -1.287
H  1.122  0.859  1.192
H  -0.477  0.802  1.795
H  0.507  -0.608  1.856
H  1.817  0.766  -0.893
H  -1.895  -0.658  0.417
H  0.445  0.074  -2.210

Structure (SMILES): C=[N+](C)C=O
Molecular weight (g/mol): 72.09
Highest occupied orbital energy (Eh): -0.60113
Net charge: +1
Electronic energy (a.u.): -247.529620

***

Record 2
DFT (ωB97M-V/def2-TZVPD) results for a gas-phase ion, C3H6NO (charge +1).

Atoms and positions in Å:
O  -0.388  -1.356  0.195
N  0.652  0.403  -0.182
C  0.434  -0.913  -0.833
C  -0.376  -0.244  0.953
C  -0.631  1.027  0.224
H  1.601  0.943  -0.154
H  -0.363  -0.409  2.011
H  1.219  -1.656  -0.705
H  -0.527  1.936  0.692
H  -1.514  1.095  -0.393
H  -0.107  -0.826  -1.807

Molecular weight (g/mol): 72.09
Highest occupied orbital energy (alpha / beta) (Eh): -0.41004 / -0.62416
Net charge: +1
Expectation value of S²: 2.01
Electronic energy (a.u.): -247.343470
Multiplicity: 3

***

Record 3
DFT (ωB97M-V/def2-TZVPD) results for a gas-phase ion, C3H6NO2 (charge -1).

Atoms and positions in Å:
O  0.486  -2.105  1.022
O  1.556  -1.608  -0.840
N  0.748  -1.289  0.103
C  0.094  -0.142  0.051
C  0.355  0.814  -1.136
C  -0.940  0.202  1.038
H  -0.501  0.890  -1.713
H  1.197  0.328  -1.642
H  -0.821  1.199  1.471
H  0.727  1.871  -0.905
H  -1.998  0.250  0.629
H  -0.904  -0.410  1.920

Structure (SMILES): CC(C)=[N+]([O-])[O-]
Molecular weight (g/mol): 88.09
Highest occupied orbital energy (Eh): -0.08984
Net charge: -1
Electronic energy (a.u.): -323.064109

***

Record 4
DFT (ωB97M-V/def2-TZVPD) results for a molecular structure, C3H6NO2.

Atoms and positions in Å:
O  2.132  0.535  -0.902
O  -2.447  -0.246  -0.659
N  0.866  -0.747  0.824
C  -0.037  -0.485  -0.300
C  -1.564  -0.398  0.295
C  0.916  0.754  -0.345
H  -1.446  0.421  1.015
H  0.439  1.666  -0.943
H  1.903  -0.441  0.819
H  0.876  1.349  0.604
H  -0.048  -1.059  -1.311
H  -1.589  -1.351  0.902

Molecular weight (g/mol): 88.09
Highest occupied orbital energy (Eh): -0.11288
Net charge: -1
Electronic energy (a.u.): -322.912715

***

Record 5
DFT (ωB97M-V/def2-TZVPD) results for 2 unconnected molecules or ions with the total composition C3H6NO2.

Atoms and positions in Å:
O  1.402  1.275  -0.544
O  0.970  -0.618  -1.688
N  -1.497  -0.300  1.074
C  -1.638  0.415  0.045
C  1.535  0.466  -1.494
C  -0.153  -0.758  1.394
H  2.235  0.830  -2.291
H  0.073  -0.790  2.462
H  -2.568  0.972  -0.095
H  0.601  -0.177  0.855
H  -0.033  -1.797  1.056
H  -0.926  0.482  -0.775

Molecular weight (g/mol): 88.09
Highest occupied orbital energy (Eh): -0.14849
Net charge: -1
Electronic energy (a.u.): -323.165155

***

Record 6
DFT (ωB97M-V/def2-TZVPD) results for a gas-phase ion, C3H6NO2 (charge -1).

Atoms and positions in Å:
O  -0.062  -1.509  1.489
O  -1.924  2.026  -0.020
N  0.392  -0.633  -0.763
C  0.891  -1.127  0.705
C  -1.243  1.028  0.046
C  0.023  0.773  -0.750
H  -0.459  -1.193  -0.727
H  -0.124  1.095  -1.783
H  1.595  -1.931  0.384
H  1.515  -0.232  0.944
H  0.794  1.438  -0.360
H  -1.397  0.263  0.836

Structure (SMILES): O=CCNC[O-]
Molecular weight (g/mol): 88.09
Highest occupied orbital energy (Eh): -0.11254
Net charge: -1
Electronic energy (a.u.): -323.119235

***

Record 7
DFT (ωB97M-V/def2-TZVPD) results for a molecular structure, C3H6NO2.

Atoms and positions in Å:
O  -1.195  1.178  -1.875
O  2.268  0.405  1.517
N  -0.710  -0.635  -0.339
C  0.488  0.134  0.022
C  1.198  -0.405  1.313
C  -1.446  0.112  -1.344
H  1.395  -1.455  1.059
H  -2.227  -0.468  -1.851
H  -1.580  0.159  -0.102
H  1.213  0.184  -0.789
H  0.460  -0.348  2.111
H  0.136  1.140  0.277

Molecular weight (g/mol): 88.09
Highest occupied orbital energy (alpha / beta) (Eh): -0.38794 / -0.38719
Net charge: 0
Expectation value of S²: 0.75
Electronic energy (a.u.): -322.957229
Multiplicity: 2

***

Record 8
DFT (ωB97M-V/def2-TZVPD) results for a gas-phase ion, C3H6NO2S (charge +1).

Atoms and positions in Å:
S  1.672  -0.777  0.041
O  1.211  1.722  0.573
O  0.271  2.817  0.410
N  -0.592  0.377  -0.045
C  0.716  0.593  0.228
C  0.128  -1.792  0.075
C  -0.848  -0.884  -0.646
H  0.004  -1.876  1.129
H  -1.792  -1.266  -0.626
H  0.398  -2.775  -0.406
H  -1.216  1.095  0.082
H  0.642  3.487  0.997
H  -0.593  -0.720  -1.811

Molecular weight (g/mol): 120.15
Highest occupied orbital energy (alpha / beta) (Eh): -0.44353 / -0.53301
Net charge: +1
Expectation value of S²: 2.01
Electronic energy (a.u.): -720.810866
Multiplicity: 3

***

Per-record energy relative to the best compared isomer or geometry (same formula, charge and spin), eV: 2.353, 3.138, 4.195, 8.314, 1.445, 2.695, 3.722, 3.466